A gas-phase ion, C4H8NS (charge +1) at a distorted geometry, computed with ωB97M-V/def2-TZVPD.

Last column: natural (NBO) charge in e.
Atoms and positions in Å:
C -0.86 -1.20 -0.23  -0.36
C -2.18 -1.04 -0.16  -0.23
C -0.29 0.12 0.06  0.16
C 0.61 0.24 1.28  -0.67
N 0.33 0.73 -1.13  -0.72
S -2.35 0.74 0.12  0.19
H -0.18 -1.99 -0.50  0.23
H -3.08 -1.76 -0.22  0.28
H 0.63 1.11 1.80  0.26
H 1.47 -0.24 0.82  0.22
H 0.19 -0.39 2.09  0.28
H -0.14 0.88 -2.01  0.47
H 1.22 0.21 -1.37  0.44
H 0.49 1.64 -0.66  0.46

## Properties
E_LUMO ... -0.1551 Eh
Strongest force on any atom ... 0.0874 hartree/bohr
SMILES string ... C[C@@]1([NH3+])C=CS1
HOMO ... -12.962 eV
Kohn-Sham gap ... 0.3212 Ha
Total energy ... -16593.448 eV
Total charge ... +1
2S+1 ... 1